No. 1
Computed, not measured: a structure of composition C12H12N4O2PdS2, with ωB97M-V with the def2-TZVPD basis set.

Geometry as XYZ:
```
33
Properties=species:S:1:pos:R:3
H 0.1650 -4.3487 0.2398
C 2.0517 -1.1360 -0.5563
H -2.0447 -2.9801 0.0324
S -5.2276 0.9158 -0.4537
N -1.8828 -0.9749 -0.3862
S -2.4494 1.7918 -0.6700
H 3.0891 3.2911 -1.1062
O 0.6773 2.0043 -1.0304
C 3.1929 3.4095 1.0913
C -3.5517 0.4637 -0.4818
H 3.8640 -2.2643 -0.4045
H -7.1049 -0.4684 -0.2366
H 2.5282 -0.1926 -0.7747
H 1.8780 4.3548 -0.4122
H -5.7314 -1.1559 0.6657
C 2.1137 -3.4661 -0.0526
N 0.7298 -1.1194 -0.4897
H -5.8086 -1.3300 -1.1028
C -6.0377 -0.6812 -0.2622
C 2.7860 -2.2962 -0.3466
N -3.2385 -0.7946 -0.3468
C 0.0638 -2.2628 -0.2174
C -1.3936 -2.1392 -0.1762
O 3.0839 1.6853 2.8001
H 4.2761 3.3448 1.0031
H 2.6587 -4.3829 0.1273
C 0.7266 -3.4537 0.0109
C 2.6529 2.1426 1.7690
Pd -0.6102 0.4844 -0.6466
N 1.6248 1.5829 1.0139
H 2.9668 4.2635 1.7298
C 1.5029 2.2687 -0.0940
C 2.4490 3.4437 -0.2360
```

Summary:
ΔE to the lowest compared entry with this formula, charge and spin ... 0.199 eV
M ... 414.81 g mol⁻¹
E ... -1758.280270 a.u.
Net charge ... 0
Highest occupied orbital energy ... -8.53 eV

Mulliken atomic charge list, values in e, 8 entries: number 1, H, carries 0.364; number 2, C, carries -0.011; number 3, H, carries 0.379; number 4, S, carries -0.015; number 5, N, carries 0.183; number 6, S, carries -0.396; number 7, H, carries 0.284; number 8, O, carries -0.725

***

No. 2
Computed, not measured: a cluster of 2 separate species, C3H4NOS in total, with ωB97M-V with the def2-TZVPD basis set.

Geometry as XYZ:
```
10
Properties=species:S:1:pos:R:3
H 1.9021 0.2742 2.0856
C 1.0686 -0.2502 1.4640
C -0.8309 0.8733 -2.5360
H -1.4481 1.7116 -2.9951
H 1.5051 -0.2270 0.4070
N -0.8100 -0.0598 -1.8606
C -0.2547 -0.0091 1.2112
S -0.5920 -1.2505 -0.8735
O -1.3036 0.2793 1.4825
H 0.7635 -1.3419 1.6149
```

Summary:
ΔE to the lowest compared entry with this formula, charge and spin ... 1.748 eV
M ... 102.14 g mol⁻¹
E ... -644.487095 a.u.
Net charge ... +1
Highest occupied orbital energy ... -13.94 eV

Mulliken atomic charge list, values in e, 8 entries: number 1, H, carries 0.362; number 2, C, carries -0.655; number 3, C, carries 0.037; number 4, H, carries 0.354; number 5, H, carries 0.334; number 6, N, carries 0.026; number 7, C, carries 0.386; number 8, S, carries -0.049

***

No. 3
Computed, not measured: a cluster of 2 separate species, C3H11NO in total, with ωB97M-V with the def2-TZVPD basis set.

Geometry as XYZ:
```
16
Properties=species:S:1:pos:R:3
H -0.8534 -2.5023 -1.2506
H -1.9050 -1.3870 0.1890
H -0.4704 5.5152 2.7705
H -1.4420 0.3420 0.2941
C -1.1196 -0.6883 0.4458
H 1.3565 -3.1748 -2.3932
H 0.7094 5.2001 1.6871
H 0.4770 -2.8132 -0.0910
C 1.0452 -2.1610 -2.1133
H 2.0167 -1.7391 -1.8021
C 0.1379 -2.1751 -0.9043
H -0.8525 -0.8190 1.5037
H 0.6356 -1.6554 -2.9811
O 0.0731 -0.8705 -0.3149
N -0.1003 4.8030 2.1545
H 0.2917 4.1256 2.8057
```

Summary:
ΔE to the lowest compared entry with this formula, charge and spin ... 1.072 eV
M ... 77.13 g mol⁻¹
E ... -250.857241 a.u.
Net charge ... 0
Highest occupied orbital energy ... -9.57 eV

Mulliken atomic charge list, values in e, 8 entries: number 1, H, carries 0.292; number 2, H, carries 0.327; number 3, H, carries 0.220; number 4, H, carries 0.221; number 5, C, carries -0.649; number 6, H, carries 0.364; number 7, H, carries 0.218; number 8, H, carries 0.273

***

Q: Which value of net charge does entry 1 give?
A: 0